{"formula": "C15H15AsBO4S4Tc", "method": "wB97M-V/def2-TZVPD", "gap_ev": 6.38, "relative_energy_kj_mol": 54.93, "total_charge": 2, "species": ["Tc", "C", "C", "C", "C", "C", "C", "C", "H", "H", "H", "H", "H", "H", "H", "H", "S", "As", "S", "S", "S", "O", "B", "O", "C", "C", "C", "C", "C", "C", "H", "H", "H", "H", "C", "C", "O", "O", "H", "H", "H"], "xyz": [[-0.41143, 0.19052, -2.02067], [0.80678, 2.84909, 0.13513], [-0.04031, 2.46700, -1.03999], [0.47881, 2.53495, -2.35695], [-0.28131, 2.17726, -3.45136], [-1.59368, 1.69019, -3.27081], [-2.14875, 1.71243, -1.97475], [-1.37842, 2.10142, -0.87537], [0.78844, 3.93716, 0.23922], [1.84303, 2.54539, -0.00739], [0.42430, 2.40848, 1.05168], [1.49959, 2.86924, -2.49799], [0.13777, 2.22170, -4.44795], [-2.18692, 1.38827, -4.12183], [-3.17835, 1.41272, -1.83026], [-1.81555, 2.10193, 0.11507], [-2.88065, -4.47567, -0.20902], [-3.97564, -3.00406, 0.91651], [-1.49728, -1.56875, -1.34312], [-2.78952, -0.92583, 0.19983], [-4.58826, -3.55020, -1.09977], [-1.02634, -2.05797, 2.13045], [-1.49581, -0.91260, 1.56367], [-0.96967, 0.25034, 2.04510], [-0.05701, -0.20774, 3.02119], [0.74711, 0.54785, 3.83544], [1.55218, -0.17332, 4.71594], [1.52693, -1.56641, 4.75731], [0.69285, -2.31061, 3.92427], [-0.08830, -1.57809, 3.06758], [0.74800, 1.62901, 3.81024], [2.20605, 0.36255, 5.39017], [2.16607, -2.08392, 5.45931], [0.66047, -3.39066, 3.95699], [2.89096, -1.67125, -2.98602], [1.61901, -0.99957, -2.65241], [1.44200, -0.35474, -1.53463], [0.60018, -1.00001, -3.39950], [3.69438, -1.30229, -2.35498], [3.11396, -1.52027, -4.04082], [2.76434, -2.74354, -2.81949]], "forces_ev_per_a": [[-0.32, 1.37, 0.28], [-0.01, 0.00, -0.13], [0.32, -0.39, 0.43], [0.30, -0.04, -0.14], [0.05, -0.11, -0.33], [-0.10, -0.28, -0.11], [-0.25, -0.07, -0.06], [-0.30, -0.05, 0.26], [0.01, -0.01, 0.01], [-0.02, -0.01, -0.01], [-0.02, -0.01, 0.03], [0.02, -0.08, 0.00], [0.02, -0.03, 0.01], [0.01, 0.01, -0.02], [0.00, -0.04, 0.02], [0.04, 0.00, 0.01], [-0.02, -0.05, -0.13], [-0.08, 0.17, 0.11], [-0.04, -0.14, -0.19], [0.00, -0.11, 0.29], [0.10, -0.11, -0.04], [0.01, 0.36, -0.01], [0.00, 0.09, 0.03], [0.04, -0.39, 0.00], [-0.20, 0.55, -0.23], [0.16, -0.03, 0.16], [-0.04, 0.04, -0.03], [-0.04, -0.04, -0.04], [0.15, 0.03, 0.17], [-0.16, -0.55, -0.14], [-0.01, -0.03, -0.01], [-0.01, -0.01, -0.01], [-0.01, 0.00, -0.01], [-0.01, 0.02, -0.01], [-0.03, 0.01, 0.01], [0.16, -0.07, 0.04], [0.17, 0.06, -0.40], [0.07, -0.06, 0.19], [0.01, -0.01, 0.00], [0.02, -0.03, 0.00], [0.02, 0.01, -0.01]]}

{"formula": "C15H15AsF6N2O4SSiTa", "method": "wB97M-V/def2-TZVPD", "gap_ev": [6.73, 5.39], "multiplicity": 2, "total_charge": 2, "species": ["Ta", "O", "C", "O", "C", "C", "C", "C", "C", "N", "C", "O", "O", "H", "H", "H", "C", "Si", "C", "C", "C", "C", "C", "C", "N", "C", "S", "H", "H", "H", "H", "H", "H", "H", "H", "H", "H", "H", "H", "F", "As", "F", "F", "F", "F", "F"], "xyz": [[-0.41080, 0.25895, -1.74929], [-0.57522, 3.26422, 0.83391], [-0.73420, 2.75604, -0.21927], [0.10640, 1.80541, -0.74754], [-1.86738, 2.96950, -1.18899], [-2.69524, 4.05941, -1.35946], [-3.46928, 4.09763, -2.52162], [-3.32843, 3.12723, -3.51247], [-2.47716, 2.06966, -3.25345], [-1.86776, 1.97854, -2.07669], [-1.90613, 1.03113, -4.20255], [-2.34193, 0.74175, -5.25873], [-0.79613, 0.50240, -3.61911], [-2.70784, 4.86514, -0.63856], [-4.13143, 4.93638, -2.69208], [-3.83021, 3.21263, -4.46659], [0.74881, -2.91785, 3.94120], [1.22026, -1.13167, 3.49126], [2.83394, -0.83887, 4.46540], [-0.05597, 0.18490, 3.87209], [1.77686, -1.06507, 1.65269], [3.10026, -1.36388, 1.29770], [3.55705, -1.17043, 0.00636], [2.68317, -0.66619, -0.95928], [1.41901, -0.40746, -0.66686], [0.95284, -0.62322, 0.60124], [-0.74897, -0.40571, 0.73933], [0.76911, -3.00163, 5.02708], [1.45389, -3.63068, 3.51615], [-0.25850, -3.14679, 3.58677], [2.55533, -0.62667, 5.49770], [3.36264, 0.02801, 4.06169], [3.48717, -1.70980, 4.45702], [0.03531, 0.47786, 4.91871], [-1.07972, -0.16188, 3.72203], [0.08189, 1.08840, 3.27071], [3.78122, -1.74276, 2.04980], [4.58081, -1.38953, -0.26377], [2.99696, -0.48423, -1.97936], [-2.02429, -1.03846, -2.12787], [-0.89431, -2.59207, -2.93944], [-2.24795, -3.50906, -2.58135], [-1.35683, -2.04313, -4.44270], [0.11831, -3.87120, -3.29840], [0.59207, -1.44655, -3.02053], [-0.40764, -2.47038, -1.22285]], "forces_ev_per_a": [[-0.66, -0.15, -1.13], [0.20, -0.06, -0.17], [-0.82, 0.63, 0.31], [0.64, -0.17, -0.17], [0.00, -0.17, -0.13], [0.03, -0.06, 0.08], [-0.02, 0.03, -0.01], [0.00, -0.11, 0.00], [0.11, -0.15, 0.12], [0.53, -0.56, 0.19], [-1.20, 0.61, -0.15], [0.33, -0.04, 0.06], [1.12, 0.05, 0.27], [0.02, 0.00, 0.00], [0.02, 0.01, 0.00], [0.02, -0.03, -0.02], [-0.38, 0.81, -0.65], [0.86, -0.83, 1.60], [-0.68, 0.36, -0.79], [-0.06, -0.10, -0.37], [-0.50, 0.20, -0.01], [0.20, -0.03, -0.27], [0.06, -0.10, 0.42], [-0.39, 0.13, -0.30], [-0.08, 0.01, -0.35], [-0.25, -0.04, 0.03], [0.11, -0.26, 0.09], [0.00, 0.01, 0.04], [0.02, -0.03, 0.02], [0.04, -0.21, 0.07], [0.06, 0.01, 0.04], [0.16, -0.01, 0.22], [0.02, -0.02, -0.01], [0.07, -0.06, 0.03], [0.01, -0.03, 0.03], [0.05, 0.01, 0.06], [0.00, 0.05, 0.01], [0.00, 0.01, -0.03], [0.06, -0.04, 0.01], [1.30, 0.72, 0.14], [0.59, -1.47, 1.22], [-0.01, 0.28, -0.08], [-0.05, 0.04, 0.12], [-0.03, 0.21, -0.16], [-1.20, 0.73, 0.44], [-0.31, -0.15, -0.82]]}

{"formula": "C15H15Br2CaN4O2S", "method": "wB97M-V/def2-TZVPD", "gap_ev": 9.01, "relative_energy_kj_mol": 116.53, "total_charge": 1, "species": ["Ca", "Br", "C", "C", "C", "C", "C", "N", "C", "O", "O", "H", "H", "H", "C", "C", "C", "C", "C", "Br", "N", "C", "H", "H", "H", "H", "H", "H", "S", "C", "N", "C", "C", "N", "H", "H", "H", "H", "H", "H"], "xyz": [[0.37928, -0.18082, -0.55394], [4.39188, 2.59298, -0.45634], [2.71448, 3.49858, -0.48254], [2.74908, 4.88678, -0.48334], [1.54078, 5.56228, -0.48854], [0.37188, 4.81728, -0.49654], [0.45618, 3.42968, -0.50134], [1.61708, 2.76788, -0.49074], [-0.82792, 2.62058, -0.49384], [-1.88802, 3.19148, -0.30474], [-0.71792, 1.36378, -0.67254], [3.69718, 5.40138, -0.47474], [1.51688, 6.64208, -0.48364], [-0.60802, 5.26768, -0.49514], [0.78278, -6.02042, -0.48414], [1.46128, -4.69782, -0.48054], [2.84758, -4.56642, -0.48234], [3.42488, -3.30672, -0.48284], [2.57528, -2.21772, -0.47904], [3.23638, -0.43652, -0.48044], [1.25438, -2.31232, -0.47054], [0.71468, -3.52322, -0.47514], [1.50208, -6.83142, -0.48694], [0.14588, -6.11442, -1.36004], [0.14468, -6.12172, 0.39026], [3.47858, -5.43962, -0.48504], [4.49338, -3.16132, -0.48594], [-0.36532, -3.55242, -0.47454], [-1.98012, -1.48372, -0.50794], [-2.76902, -0.30382, 0.40296], [-2.60782, -0.14842, 1.72666], [-3.58072, 0.79668, 2.26256], [-4.11072, 1.46328, 0.98116], [-3.71092, 0.50958, -0.04204], [-2.18712, -0.86432, 2.30236], [-3.09262, 1.50248, 2.93356], [-4.36962, 0.27108, 2.81466], [-3.62002, 2.42318, 0.77766], [-5.19192, 1.59218, 0.98626], [-3.86862, 0.68218, -1.02274]], "forces_ev_per_a": [[1.64, -1.67, 0.08], [-0.06, 0.14, -0.01], [0.02, 0.08, 0.03], [0.01, -0.08, 0.01], [0.01, -0.27, -0.01], [-0.02, -0.20, 0.01], [-0.12, 0.39, 0.02], [0.12, -0.19, -0.05], [-0.72, 0.87, 0.12], [0.12, 0.32, -0.01], [-1.48, 2.58, -0.30], [0.01, 0.04, -0.01], [-0.01, 0.04, -0.01], [-0.03, 0.05, 0.00], [-0.18, -0.14, -0.01], [0.27, 0.35, 0.00], [-0.29, 0.23, 0.00], [0.02, 0.33, 0.00], [0.14, -0.55, 0.03], [0.50, -0.13, 0.01], [0.68, -0.62, -0.03], [-0.02, -0.62, -0.02], [0.04, -0.12, 0.00], [-0.06, -0.09, -0.10], [-0.05, -0.08, 0.10], [0.09, -0.17, 0.00], [0.08, -0.05, 0.00], [-0.09, -0.07, 0.05], [-0.11, -0.66, -0.22], [-0.39, -0.52, 0.04], [0.14, 0.19, 0.07], [-0.22, 0.15, 0.27], [-0.15, 0.56, 0.14], [0.04, 0.11, 0.04], [-0.07, 0.06, -0.34], [-0.12, 0.04, -0.05], [0.12, 0.06, -0.12], [-0.15, -0.24, 0.13], [0.05, -0.01, 0.07], [0.24, -0.12, 0.06]]}

no.,maximum force (hartree/bohr),E_tot (eV)
1,0.02783,-131031.5053
2,0.03892,-124365.8356
3,0.05810,-195211.2133